Molecular formula: C5H9NO
Method: DFT, ωB97M-V/def2-TZVPD

Last column: Löwdin charge in e.
CARTESIAN COORDINATES (ANGSTROEM)
C  -1.434565  -0.231805  -0.728548  -0.041
C  -0.695719  -0.228185  0.605914  -0.419
O  -0.414028  -1.539756  1.061406  -0.034
C  0.664929  0.502002  0.539537  -0.311
C  1.711649  -0.219645  -0.317255  -0.047
C  0.430505  1.872159  0.055978  -0.205
N  0.189964  2.927455  -0.353796  0.159
H  -1.477991  0.774927  -1.154962  0.078
H  -2.465166  -0.579358  -0.593395  0.084
H  -0.937728  -0.900377  -1.439855  0.087
H  -1.307768  0.304267  1.351496  0.147
H  -1.224592  -2.058451  0.981648  0.100
H  1.043808  0.580599  1.565596  0.150
H  2.677300  0.289690  -0.252163  0.086
H  1.418759  -0.251081  -1.370921  0.086
H  1.820647  -1.242436  0.049315  0.082

Force components x, y, z for each atom (eV/Å):
C -0.02 -0.10 -0.03
C -0.09 0.34 -0.14
O -0.20 -0.13 0.03
C 0.03 0.02 0.04
C 0.04 -0.04 -0.07
C -0.22 0.90 -0.31
N 0.31 -1.01 0.42
H -0.03 -0.16 0.06
H 0.15 0.01 -0.01
H -0.05 0.12 0.09
H 0.09 -0.08 -0.12
H 0.18 0.04 0.06
H -0.05 -0.03 -0.12
H -0.16 -0.07 0.00
H 0.00 0.01 0.16
H 0.01 0.15 -0.07

Computed properties:
2S+1: 1
Charge: 0
E_tot (eV): -8868.26435
SMILES: C[C@@H](O)[C@@H](C)C#N
Gap between HOMO and LUMO (eV): 11.57

Molecular formula: C4H7NO
Method: DFT, ωB97M-V/def2-TZVPD

Last column: Löwdin charge in e.
CARTESIAN COORDINATES (ANGSTROEM)
C  -1.236739  -0.783983  0.778979  -0.019
C  -0.141986  0.420644  -1.188545  -0.102
C  0.656432  1.373175  -0.266182  -0.117
C  1.167452  0.067623  0.224482  -0.450
O  2.239793  -0.462532  0.362431  0.084
N  -0.078367  -0.701473  -0.136919  -0.113
H  -1.359495  -1.807949  1.136303  0.090
H  -1.076264  -0.127721  1.635186  0.096
H  -2.116591  -0.456473  0.224356  0.090
H  0.464197  0.069222  -2.026876  0.064
H  1.445650  1.990791  -0.703667  0.112
H  0.034442  1.973505  0.406201  0.095
H  0.179326  -1.625936  -0.485579  0.170

Force components x, y, z for each atom (eV/Å):
C -0.08 0.04 0.11
C -0.14 0.00 -0.32
C 0.11 0.18 0.09
C 0.49 -0.21 0.18
O -0.47 0.21 -0.07
N 0.06 -0.20 0.00
H 0.06 0.11 -0.01
H -0.03 -0.02 -0.11
H 0.09 -0.06 0.05
H -0.02 0.05 0.10
H -0.12 -0.09 0.08
H 0.09 -0.16 -0.09
H -0.05 0.15 0.00

Computed properties:
2S+1: 1
Charge: 0
E_tot (eV): -7795.58590
Gap between HOMO and LUMO (eV): 8.18

Molecular formula: C7H14
Method: DFT, ωB97M-V/def2-TZVPD

Last column: Löwdin charge in e.
CARTESIAN COORDINATES (ANGSTROEM)
C  -2.143368  0.028429  1.391675  -0.111
C  -2.027624  0.052958  -0.105951  -0.191
C  -1.235348  0.830832  -0.847009  -0.202
C  -0.252779  1.862328  -0.372949  -0.104
H  -1.427754  0.694786  1.881467  0.059
H  -3.150233  0.330779  1.705437  0.073
H  -1.980789  -0.984631  1.779601  0.072
H  -2.678583  -0.646292  -0.632232  0.095
H  -1.289363  0.713613  -1.930148  0.097
H  0.745347  1.642718  -0.772114  0.067
H  -0.178117  1.908881  0.717166  0.060
H  -0.535381  2.859397  -0.732892  0.075
C  1.457856  -1.327733  -1.545886  -0.018
C  2.265821  -1.070085  -0.520906  -0.243
C  1.802810  -0.794299  0.880275  -0.115
H  1.844587  -1.530139  -2.541386  0.051
H  0.376815  -1.341152  -1.419801  0.043
H  3.344473  -1.062204  -0.683999  0.090
H  0.709130  -0.758647  0.932212  0.055
H  2.155583  -1.571124  1.570133  0.074
H  2.196912  0.161577  1.247314  0.074

Force components x, y, z for each atom (eV/Å):
C 0.05 0.05 0.06
C 0.08 0.12 -0.14
C -0.15 -0.11 0.08
C 0.02 0.01 0.08
H -0.11 -0.10 -0.08
H 0.14 -0.05 -0.05
H -0.02 0.13 -0.07
H 0.09 0.11 0.06
H -0.02 0.00 0.16
H -0.15 0.04 0.05
H -0.02 -0.01 -0.17
H 0.05 -0.15 0.03
C 0.09 0.02 0.11
C -0.07 -0.06 -0.14
C -0.08 0.01 0.04
H -0.02 0.03 0.16
H 0.17 0.00 0.00
H -0.15 0.00 0.01
H 0.17 -0.01 -0.02
H -0.03 0.11 -0.11
H -0.05 -0.14 -0.06

Computed properties:
2S+1: 1
Charge: 0
E_tot (eV): -7484.78774
SMILES: C/C=C\C.C=CC
Gap between HOMO and LUMO (eV): 10.30

ΔE to the lowest compared entry with this formula, charge and spin, respectively: 91.5; 391.6; 145.4 kJ/mol.